1.
Here is a molecular structure, C34H33AsNiP2S2 from OMol25. Energies are from ωB97M-V with the def2-TZVPD basis set.

LUMO (alpha / beta) (Ha): 0.01834 / 0.01806
HOMO energy (alpha / beta) (eV): -7.3 / -7.3
Charge: 0
Frontier orbital gap (alpha / beta) (eV): 7.7783 / 7.7600

XYZ file:
```
73
C34H33AsNiP2S2, DFT ωB97M-V with the def2-TZVPD basis set
Ni 0.956 -0.477 1.017
S -0.868 -1.623 1.673
P -1.180 -1.331 -0.322
C 0.004 -0.244 -0.703
P 1.393 -0.018 -1.572
S 2.795 0.225 -0.109
C 1.345 1.467 -2.609
C 2.309 1.671 -3.593
C 2.294 2.835 -4.344
C 1.317 3.796 -4.115
C 0.357 3.596 -3.134
C 0.370 2.432 -2.378
C 1.842 -1.348 -2.719
C 0.945 -1.633 -3.750
C 1.183 -2.697 -4.602
C 2.323 -3.476 -4.435
C 3.216 -3.194 -3.414
C 2.975 -2.131 -2.550
C -1.118 -2.891 -1.256
C -0.020 -3.729 -1.054
C 0.143 -4.858 -1.836
C -0.789 -5.160 -2.823
C -1.881 -4.334 -3.027
C -2.047 -3.196 -2.246
C -2.855 -0.709 -0.607
C -3.065 0.296 -1.542
C -4.354 0.744 -1.803
C -5.428 0.186 -1.125
C -5.218 -0.817 -0.184
C -3.934 -1.265 0.076
H 3.064 0.913 -3.771
H 3.041 2.994 -5.111
H 1.306 4.704 -4.706
H -0.401 4.348 -2.956
H -0.359 2.256 -1.596
H 0.055 -1.025 -3.873
H 0.481 -2.924 -5.394
H 2.509 -4.308 -5.102
H 4.101 -3.803 -3.283
H 3.657 -1.909 -1.739
H 0.698 -3.479 -0.282
H 0.998 -5.503 -1.682
H -0.660 -6.045 -3.435
H -2.607 -4.572 -3.794
H -2.899 -2.547 -2.405
H -2.206 0.722 -2.048
H -4.518 1.529 -2.529
H -6.433 0.535 -1.323
H -6.059 -1.243 0.348
H -3.759 -2.038 0.816
C 3.084 1.314 3.821
As 1.402 0.739 3.040
C 0.722 2.443 2.401
C 0.265 0.425 4.614
C 0.109 1.610 5.512
C 1.027 1.866 6.530
C 0.900 2.987 7.337
C -0.150 3.873 7.141
C -1.074 3.626 6.136
C -0.945 2.504 5.331
H 2.924 2.129 4.525
H 3.722 1.652 3.005
H 3.568 0.478 4.323
H 0.735 3.201 3.183
H -0.295 2.291 2.040
H 1.344 2.751 1.561
H 0.685 -0.430 5.144
H -0.688 0.114 4.183
H 1.844 1.173 6.695
H 1.620 3.167 8.125
H -0.248 4.746 7.773
H -1.901 4.308 5.982
H -1.670 2.310 4.549
```

And the Mulliken charges, in e, turn out to be:
1 Ni -0.668
2 S -0.699
3 P 1.325
4 C -0.214
5 P 1.519
6 S -0.681
7 C 0.309
8 C -0.446
9 C -0.644
10 C -0.442
11 C -0.707
12 C -0.158
13 C 0.133
14 C -0.347
15 C -0.640
16 C -0.517
17 C -0.627
18 C -0.390
19 C 0.564
20 C -0.393
21 C -0.629
22 C -0.542
23 C -0.742
24 C -0.386
25 C -0.044
26 C -0.162
27 C -0.657
28 C -0.431
29 C -0.714
30 C -0.206
31 H 0.383
32 H 0.397
33 H 0.380
34 H 0.413
35 H 0.395
36 H 0.337
37 H 0.435
38 H 0.408
39 H 0.411
40 H 0.415
41 H 0.284
42 H 0.421
43 H 0.402
44 H 0.410
45 H 0.331
46 H 0.325
47 H 0.429
48 H 0.384
49 H 0.401
50 H 0.386
51 C -1.202
52 As 0.796
53 C -1.276
54 C -1.363
55 C 0.503
56 C -0.319
57 C -0.609
58 C -0.445
59 C -0.627
60 C -0.274
61 H 0.387
62 H 0.371
63 H 0.363
64 H 0.475
65 H 0.313
66 H 0.413
67 H 0.497
68 H 0.577
69 H 0.413
70 H 0.372
71 H 0.382
72 H 0.383
73 H 0.362

=====

2.
Here is 2 unconnected molecules or ions with the total composition C4H9NO in a non-equilibrium geometry from OMol25. Energies are from ωB97M-V with the def2-TZVPD basis set.

Energy above the lowest of the compared OMol25 structures with the same formula, charge and spin (kJ/mol): 358.1
LUMO (Ha): 0.03118
HOMO energy (eV): -8.8
Charge: 0
Frontier orbital gap (eV): 9.6334
SMILES string: C=CO.C=NC

XYZ file:
```
15
C4H9NO, DFT ωB97M-V with the def2-TZVPD basis set
C -2.319 0.376 -0.922
C -1.812 1.523 -1.355
O -1.455 1.799 -2.638
H -2.527 0.223 0.132
H -2.347 -0.543 -1.492
H -1.621 2.285 -0.580
H -1.890 2.548 -3.037
C 2.421 -1.922 1.941
N 1.335 -1.298 1.752
C 1.139 -0.327 0.690
H 2.304 -2.913 2.363
H 3.388 -1.399 1.857
H 1.647 0.615 0.899
H 0.085 -0.163 0.533
H 1.652 -0.802 -0.142
```

And the Mulliken charges, in e, turn out to be:
1 C -0.811
2 C 0.115
3 O -0.500
4 H 0.295
5 H 0.276
6 H 0.292
7 H 0.333
8 C -0.334
9 N -0.375
10 C -0.498
11 H 0.268
12 H 0.269
13 H 0.287
14 H 0.062
15 H 0.319

=====

3.
Here is a single C5H8N2 molecule from OMol25. Energies are from ωB97M-V with the def2-TZVPD basis set.

Energy above the lowest of the compared OMol25 structures with the same formula, charge and spin (kJ/mol): 138.1
LUMO (Ha): 0.03510
HOMO energy (eV): -8.6
Charge: 0
Frontier orbital gap (eV): 9.5293
SMILES string: Cc1cnn(C)c1

XYZ file:
```
15
C5H8N2, DFT ωB97M-V with the def2-TZVPD basis set
C -1.311 -0.553 -1.797
C -1.034 0.204 -0.543
C -1.402 -0.241 0.746
N -0.424 -0.075 1.622
N 0.564 0.527 0.932
C 1.943 0.350 1.350
C 0.208 0.756 -0.352
H -0.599 -1.384 -1.713
H -1.051 -0.018 -2.708
H -2.306 -0.990 -1.861
H -2.341 -0.687 1.060
H 2.099 -0.701 1.623
H 2.189 0.991 2.196
H 2.595 0.569 0.497
H 0.869 1.251 -1.052
```

And the Mulliken charges, in e, turn out to be:
1 C -1.107
2 C 0.370
3 C -0.407
4 N -0.881
5 N 0.595
6 C -0.762
7 C -0.455
8 H 0.307
9 H 0.306
10 H 0.320
11 H 0.439
12 H 0.289
13 H 0.247
14 H 0.312
15 H 0.427